{"formula": "C27H30F2NOS", "method": "ωB97M-V with the def2-TZVPD basis set", "elements": ["C", "C", "C", "F", "C", "C", "C", "C", "C", "C", "F", "C", "C", "C", "C", "C", "C", "H", "H", "H", "H", "H", "H", "H", "H", "H", "H", "H", "H", "H", "C", "N", "C", "C", "C", "C", "C", "C", "C", "S", "C", "C", "O", "C", "C", "H", "H", "H", "H", "H", "H", "H", "H", "H", "H", "H", "H", "H", "H", "H", "H", "H"], "positions_angstrom": [[-3.588, -4.385, -0.602], [-2.504, -3.772, 0.196], [-1.327, -3.336, -0.412], [-1.211, -3.541, -1.764], [-0.289, -2.734, 0.264], [-0.344, -2.618, 1.701], [0.697, -2.135, 2.510], [1.986, -1.829, 2.017], [2.573, -2.607, 0.962], [3.762, -2.219, 0.390], [4.200, -2.878, -0.731], [4.540, -1.164, 0.865], [5.819, -0.820, 0.197], [4.029, -0.451, 1.959], [2.794, -0.753, 2.510], [-1.584, -3.018, 2.298], [-2.608, -3.593, 1.583], [-4.470, -4.499, 0.033], [-3.851, -3.761, -1.462], [-3.308, -5.377, -0.977], [0.570, -2.371, -0.290], [0.433, -1.987, 3.685], [2.045, -3.478, 0.582], [6.381, -0.124, 0.823], [6.437, -1.706, 0.023], [5.655, -0.338, -0.775], [4.627, 0.366, 2.371], [2.382, -0.121, 3.301], [-1.706, -2.841, 3.363], [-3.517, -3.918, 2.095], [-2.944, -8.047, 7.687], [-3.355, -6.678, 7.916], [-4.412, -6.547, 8.896], [-2.752, -5.579, 7.296], [-3.390, -4.948, 6.199], [-2.820, -3.845, 5.588], [-1.577, -3.348, 6.019], [-1.083, -2.071, 5.402], [0.340, -1.958, 4.975], [0.930, -0.306, 5.365], [0.154, 0.170, 6.923], [2.583, -0.754, 5.981], [-1.886, -1.160, 5.140], [-0.918, -3.978, 7.088], [-1.506, -5.063, 7.733], [-2.345, -8.127, 6.774], [-2.365, -8.429, 8.539], [-3.844, -8.670, 7.589], [-4.833, -5.536, 8.885], [-5.199, -7.279, 8.671], [-4.029, -6.768, 9.905], [-4.340, -5.351, 5.839], [-3.332, -3.355, 4.758], [0.991, -2.716, 5.414], [0.372, 1.237, 7.045], [-0.922, 0.024, 6.842], [0.597, -0.406, 7.740], [3.196, 0.153, 5.920], [2.488, -1.083, 7.021], [3.019, -1.535, 5.351], [0.052, -3.590, 7.403], [-1.027, -5.520, 8.601]], "forces_ev_per_a": [[-0.6310, -0.1526, -0.0351], [0.3463, 0.0367, 0.4063], [0.6231, 0.1073, -0.7245], [-0.0975, 0.3491, 1.0956], [-0.0943, -0.2908, 0.2867], [-0.9294, -0.5235, -1.2543], [-0.4529, 0.5669, -2.4733], [2.0001, -0.2137, -1.0686], [-0.4651, 0.4040, 0.2075], [0.1638, -0.3925, -0.6077], [-0.3059, 0.3751, 1.0700], [-0.5924, -0.0785, 0.1221], [0.6042, 0.2363, 0.0216], [-0.0102, -0.0708, -0.0748], [-0.7576, -0.5100, 0.2145], [0.6746, 0.2532, 0.4597], [-0.0727, 0.0189, -0.0707], [0.0427, -0.0441, -0.1931], [0.1121, -0.1379, 0.0914], [0.0706, 0.2077, 0.0082], [-0.3043, -0.0301, -0.0233], [0.1725, -0.0363, -1.1207], [0.3288, 0.1156, 0.0766], [0.0093, -0.0467, -0.1147], [-0.1535, 0.1130, -0.0072], [-0.0723, -0.1497, 0.1547], [-0.2586, -0.1827, -0.1674], [0.2370, -0.1387, -0.3516], [-0.0138, -0.2245, -0.3551], [0.2870, 0.1672, -0.1998], [0.2944, 0.2705, 0.1074], [-0.4619, -0.3995, -0.0604], [0.2125, 0.1573, -0.0491], [0.4219, 0.7766, -0.4042], [0.2551, -0.3024, 0.4443], [0.1787, 0.1650, 0.0755], [-0.2525, -0.1354, 0.0897], [0.3114, 0.3267, -0.7264], [-1.5258, 0.2076, 5.0782], [-0.0076, -1.0211, 0.2957], [0.2655, 0.5289, 0.1394], [0.1118, 0.5418, -0.0170], [0.6708, -0.5806, 0.3015], [-0.1209, 0.1607, -0.5173], [-0.4953, -0.2610, -0.1974], [-0.1057, -0.0066, 0.1899], [0.0381, -0.1684, -0.1563], [0.2076, 0.0020, -0.0971], [0.0601, -0.2127, 0.0192], [-0.0380, 0.2176, 0.0986], [-0.1977, 0.1141, -0.0122], [0.2908, 0.1095, 0.1782], [0.1024, -0.0397, 0.3020], [0.0549, 0.1723, 0.0361], [-0.0769, -0.2163, 0.0972], [0.1317, -0.0078, -0.0988], [-0.2143, 0.0270, -0.1667], [-0.0440, -0.2733, 0.1210], [0.0590, -0.0283, -0.3259], [-0.2274, 0.2147, 0.0772], [-0.2582, -0.1443, 0.0936], [-0.1012, 0.0772, -0.2889]], "mulliken_charge": [-1.535, 0.837, 0.127, -0.347, -0.805, 0.383, 0.324, 0.557, -1.206, 0.419, -0.341, 0.796, -1.458, -0.801, -0.808, 0.096, -0.625, 0.379, 0.354, 0.331, 0.827, -0.757, 0.928, 0.391, 0.342, 0.317, 0.360, 0.704, -0.426, 0.380, -1.026, 0.294, -0.996, -0.222, -0.426, -0.381, 0.372, -0.325, 0.549, 0.159, -0.979, -1.016, -0.673, -0.539, -0.604, 0.290, 0.318, 0.349, 0.308, 0.324, 0.295, 0.422, 0.628, 0.930, 0.470, 0.367, 0.301, 0.395, 0.441, 0.396, 0.406, 0.428], "mol_weight_g_mol": 454.6, "charge": 1, "e_homo_ev": -10.0}



{"formula": "C4H11ClN3", "method": "ωB97M-V with the def2-TZVPD basis set", "elements": ["C", "C", "C", "C", "N", "N", "N", "Cl", "H", "H", "H", "H", "H", "H", "H", "H", "H", "H", "H"], "positions_angstrom": [[-0.802, 0.175, 1.325], [0.181, 1.653, -0.244], [0.473, 0.056, -2.056], [0.352, -1.901, 0.802], [-0.859, 1.436, 0.693], [0.600, 0.355, -0.661], [-0.390, -0.747, 0.325], [1.650, 2.484, 0.471], [-0.131, -0.065, 2.167], [-1.861, -0.090, 1.629], [-0.089, 2.316, -1.043], [1.258, 0.600, -2.545], [0.807, -0.966, -2.288], [-0.504, 0.267, -2.434], [-0.202, -2.579, 1.373], [0.961, -2.543, 0.070], [1.033, -1.524, 1.489], [-1.266, 2.150, 1.139], [-1.212, -1.076, -0.211]], "forces_ev_per_a": [[-1.9472, -0.3729, 2.1213], [0.1588, 0.1326, 1.5478], [0.3584, -1.2762, 0.1430], [2.2066, -0.9265, -1.6787], [1.6615, -2.7788, -2.3576], [-0.2315, -2.7028, 1.3884], [0.4609, 0.4072, -3.9213], [-0.1338, -0.1065, -0.0203], [-0.0549, 1.0752, 0.0738], [1.1728, 0.2107, 0.0376], [-0.3749, 0.1032, -0.4752], [0.2236, 0.9064, -0.2836], [-0.4679, 0.0458, 0.3849], [-0.6087, 0.1898, -0.6362], [-1.7248, -0.8643, 0.5691], [-1.2769, 1.4812, 0.4164], [1.6273, 0.7133, 1.0740], [-1.6137, 3.2239, 1.9025], [0.5645, 0.5387, -0.2859]], "mulliken_charge": [-0.527, -0.069, -1.013, -0.883, -0.117, -0.039, -0.105, -0.179, 0.336, 0.379, 0.387, 0.427, 0.319, 0.428, 0.468, 0.291, 0.365, 0.123, 0.409], "mol_weight_g_mol": 136.6, "e_above_lowest_kcal_mol": 54.1, "charge": 1, "e_homo_ev": -14.0}



{"formula": "C2H4O5", "method": "ωB97M-V with the def2-TZVPD basis set", "elements": ["O", "C", "C", "O", "O", "H", "H", "O", "O", "H", "H"], "positions_angstrom": [[-1.616, -0.009, -0.936], [-0.626, -0.453, -0.515], [0.679, -0.789, -0.252], [0.942, -1.587, 0.845], [1.436, -1.107, -1.366], [0.165, -2.123, 1.074], [1.468, -0.348, -1.967], [-0.322, 1.195, 1.333], [-0.899, 2.317, 0.613], [0.553, 0.972, 0.730], [-1.780, 1.932, 0.442]], "forces_ev_per_a": [[0.4176, -0.0223, 0.4160], [0.4382, -0.1308, -0.6818], [-1.5886, -0.6732, -0.5910], [0.1279, 0.3471, 0.2432], [0.0819, -0.0781, -0.1059], [0.5018, 0.2256, -0.2428], [0.1605, -0.1073, 0.3489], [2.6329, 0.0308, -1.4975], [-0.1886, -0.6850, 0.2859], [-2.9188, 0.7466, 1.9434], [0.3352, 0.3467, -0.1183]], "mulliken_charge": [-0.386, 0.790, -0.182, -0.476, -0.483, 0.343, 0.310, -0.392, -0.329, 0.479, 0.325], "mol_weight_g_mol": 108.0, "smiles": "O=C=C(O)O.OO", "e_above_lowest_kcal_mol": 116.7, "e_homo_ev": -8.5}



{"formula": "C13H20NO", "method": "ωB97M-V with the def2-TZVPD basis set", "elements": ["C", "C", "C", "C", "C", "O", "C", "C", "N", "C", "C", "C", "C", "C", "C", "H", "H", "H", "H", "H", "H", "H", "H", "H", "H", "H", "H", "H", "H", "H", "H", "H", "H", "H", "H"], "positions_angstrom": [[1.822, -2.367, 3.607], [0.770, -1.598, 2.876], [0.292, -2.016, 1.645], [-0.695, -1.308, 0.969], [-1.228, -0.153, 1.537], [-2.208, 0.639, 0.971], [-2.453, 0.584, -0.409], [-1.386, 1.368, -1.188], [-0.076, 0.665, -1.181], [1.085, 1.571, -1.348], [1.119, 1.855, -2.847], [0.571, 0.567, -3.488], [0.068, -0.283, -2.314], [-0.761, 0.269, 2.781], [0.217, -0.447, 3.437], [2.587, -1.699, 3.997], [1.377, -2.887, 4.454], [2.291, -3.105, 2.962], [0.679, -2.921, 1.199], [-1.090, -1.728, 0.054], [-3.416, 1.084, -0.545], [-2.551, -0.444, -0.776], [-1.704, 1.534, -2.217], [-1.266, 2.334, -0.694], [-0.026, 0.150, -0.274], [1.983, 1.035, -1.035], [0.979, 2.465, -0.736], [0.491, 2.710, -3.092], [2.128, 2.081, -3.180], [-0.228, 0.791, -4.191], [1.344, 0.033, -4.036], [0.804, -1.040, -2.038], [-0.879, -0.779, -2.526], [-1.197, 1.153, 3.219], [0.559, -0.113, 4.404]], "forces_ev_per_a": [[0.0068, -0.0570, 0.1063], [-0.0224, -0.0336, -0.1529], [0.1318, 0.0993, 0.1834], [-0.4586, 0.0617, 0.0207], [0.1331, -0.0426, 0.1377], [0.1360, -0.1029, 0.3530], [0.1309, 0.0687, -0.3786], [-0.8185, 0.1825, 0.2763], [0.0057, -0.2044, 0.6333], [0.6181, 0.6032, -0.1298], [0.0065, 0.0098, 0.0056], [-0.0258, 0.0641, -0.0614], [0.0214, -0.5792, -0.6280], [-0.1601, 0.0261, -0.2002], [-0.0685, -0.0649, -0.1868], [0.0941, -0.0167, 0.0220], [0.0459, -0.0741, 0.0688], [0.0698, -0.0470, 0.0039], [0.0538, -0.1019, -0.0311], [-0.0516, 0.0248, -0.1002], [0.1560, -0.0943, -0.1112], [-0.0448, 0.0689, 0.0165], [0.0889, -0.0224, -0.0278], [0.0887, -0.0863, -0.0765], [0.2087, 0.2331, -0.4447], [-0.1425, -0.0681, 0.0585], [-0.0863, -0.1375, 0.0839], [0.0140, 0.0249, 0.0075], [0.0020, 0.0627, 0.0482], [0.0008, -0.0403, -0.0044], [-0.0455, -0.0538, 0.0051], [-0.0947, 0.0796, 0.1389], [0.0024, 0.0081, 0.1781], [-0.0441, 0.1394, 0.0629], [0.0477, 0.0697, 0.1231]], "mulliken_charge": [-1.465, 0.511, -0.779, -0.113, 0.667, -0.468, -0.543, -0.544, 0.272, -0.660, -0.528, -0.723, -0.510, -0.705, -0.491, 0.376, 0.327, 0.343, 0.385, 0.437, 0.411, 0.261, 0.440, 0.339, -0.197, 0.418, 0.418, 0.300, 0.390, 0.297, 0.352, 0.451, 0.426, 0.476, 0.426], "mol_weight_g_mol": 206.3, "smiles": "Cc1ccc(OCC[NH+]2CCCC2)cc1", "e_above_lowest_kcal_mol": 8.9, "charge": 1, "e_homo_ev": -11.8}